No. 1
Computed, not measured: a molecular structure, C15H24N4O5Tm in a non-equilibrium geometry, with the ωB97M-V functional and the def2-TZVPD basis.

Calculated values
- Total charge: +1
- Energy: -2266.0678 Eh
- HOMO-LUMO gap (spin up / spin down): 5.63 / 5.65 eV
- Highest occupied orbital energy (spin up / spin down): -9.6 / -9.6 eV
- Relative energy (zero: lowest compared OMol25 entry of this formula, charge and spin): 305.59 kJ/mol
- LUMO level (spin up / spin down): -3.9873 / -3.9818 eV
- Multiplicity: 3

Last column: Löwdin spin population.
Cartesian coordinates (Å):
O -0.07 2.89 0.22  0.00
H 0.16 3.70 0.72  0.00
Tm 0.12 0.01 -0.22  2.01
N -0.78 -0.53 -2.31  0.00
N 1.49 -1.60 -1.45  0.00
O -2.08 -0.05 -2.63  0.00
O 2.70 -2.28 -1.08  0.00
C -0.23 -1.45 -3.11  0.00
C 1.05 -2.00 -2.64  0.00
C -0.89 -1.90 -4.35  0.00
C 1.82 -3.00 -3.40  0.00
H -1.70 -1.22 -4.63  0.00
H -1.29 -2.92 -4.24  0.00
H -0.15 -1.94 -5.15  0.00
H 2.53 -3.51 -2.74  0.00
H 2.37 -2.47 -4.18  0.00
H 1.13 -3.72 -3.86  0.00
H -2.21 0.87 -2.26  0.00
H 3.05 -1.84 -0.28  0.00
O -0.80 -2.27 0.39  0.00
H -1.73 -2.54 0.32  0.00
H -0.36 -3.07 0.07  0.00
C 1.63 1.47 -1.11  -0.01
H 1.13 2.41 -0.83  0.00
H 1.76 1.40 -2.20  0.00
H 2.63 1.42 -0.66  0.00
O -2.14 2.69 -1.57  0.00
H -1.84 2.88 -0.66  0.00
H -1.35 2.91 -2.07  0.00
C -3.33 2.06 1.64  0.00
C -2.77 2.58 2.82  0.00
C -1.51 2.13 3.23  0.00
C -0.83 1.19 2.42  0.00
N -1.41 0.70 1.27  0.00
C -2.62 1.15 0.86  0.00
C 0.46 0.57 2.81  0.00
C 1.04 0.81 4.08  0.00
C 2.12 0.00 4.46  0.00
C 2.59 -1.01 3.60  0.00
C 2.04 -1.14 2.32  0.00
N 1.00 -0.35 1.94  0.00
H -4.31 2.37 1.28  0.00
H -3.32 3.30 3.44  0.00
H -1.02 2.49 4.14  0.00
H -3.00 0.72 -0.07  0.00
H 0.59 1.58 4.74  0.00
H 2.56 0.14 5.45  0.00
H 3.40 -1.69 3.88  0.00
H 2.37 -1.90 1.60  0.00

=====

No. 2
Computed, not measured: a molecular structure, C31H26IrN2O2P in a non-equilibrium geometry, with the ωB97M-V functional and the def2-TZVPD basis.

Calculated values
- Total charge: +3
- Energy: -1901.3994 Eh
- HOMO-LUMO gap (spin up / spin down): 6.26 / 4.35 eV
- Highest occupied orbital energy (spin up / spin down): -15.9 / -17.5 eV
- Relative energy (zero: lowest compared OMol25 entry of this formula, charge and spin): 127.73 kJ/mol
- LUMO level (spin up / spin down): -9.6147 / -13.1803 eV
- Multiplicity: 6

Last column: Löwdin spin population.
Cartesian coordinates (Å):
Ir 0.15 1.17 0.93  1.38
C 2.41 3.34 1.87  0.25
C 1.97 4.20 2.84  0.06
C 0.75 4.80 2.78  0.08
C -0.18 4.49 1.78  0.29
C 0.27 3.61 0.69  0.04
C 1.53 3.12 0.73  0.04
H 3.38 2.87 1.86  0.01
H 2.69 4.49 3.62  0.00
H 0.41 5.52 3.51  0.00
H -1.15 4.96 1.69  0.01
H -0.38 3.54 -0.17  0.00
H 1.97 2.61 -0.13  0.00
O -0.06 1.80 3.42  0.39
C -0.30 0.76 2.87  0.17
C -0.81 -0.51 3.33  0.05
C -1.15 -0.70 4.66  0.00
C -1.58 -1.98 5.06  0.01
C -1.69 -3.04 4.11  -0.01
C -1.30 -2.84 2.77  0.00
C -0.84 -1.58 2.38  0.01
P -0.46 -1.07 0.72  0.08
C 0.98 -1.96 0.16  0.03
C 1.96 -2.42 1.06  0.02
C 3.10 -3.02 0.53  0.00
C 3.27 -3.10 -0.83  0.02
C 2.26 -2.73 -1.73  0.01
C 1.14 -2.10 -1.22  0.01
C -1.83 -1.05 -0.41  0.26
C -2.30 -2.17 -1.05  0.04
C -3.52 -2.07 -1.70  0.31
C -4.24 -0.83 -1.79  0.01
C -3.73 0.30 -1.32  0.17
C -2.34 0.31 -0.76  0.09
H -1.11 0.13 5.36  0.00
H -1.94 -2.12 6.07  0.00
H -2.07 -4.01 4.43  0.00
H -1.34 -3.71 2.11  0.00
H 1.78 -2.33 2.14  0.00
H 3.83 -3.44 1.19  0.00
H 4.21 -3.44 -1.26  0.00
H 2.28 -2.98 -2.76  0.00
H 0.32 -1.85 -1.87  0.00
H -1.82 -3.14 -0.92  0.00
H -3.97 -2.97 -2.12  0.01
H -5.23 -0.78 -2.28  0.00
H -4.23 1.27 -1.44  0.01
H -2.29 0.94 0.14  0.03
N 2.61 0.24 -5.17  0.00
C 2.41 0.90 -4.04  0.03
O 3.25 1.65 -3.50  0.08
C 1.09 0.74 -3.31  0.30
C -0.08 0.09 -3.81  0.02
C -1.24 0.14 -3.13  0.25
C -1.31 0.89 -1.80  0.10
N 0.02 1.03 -1.17  0.25
C 1.12 1.05 -1.89  0.06
H 3.41 0.51 -5.73  0.00
H 1.80 -0.17 -5.67  0.00
H -0.02 -0.36 -4.80  0.00
H -2.20 -0.17 -3.53  0.01
H -1.72 1.91 -2.01  0.03
H 2.07 1.25 -1.44  0.00

=====

No. 3
Computed, not measured: a molecular structure, C22H24F5MnNOP2 in a non-equilibrium geometry, with the ωB97M-V functional and the def2-TZVPD basis.

Calculated values
- Total charge: +2
- Energy: -3315.0405 Eh
- HOMO-LUMO gap (spin up / spin down): 7.04 / 5.44 eV
- Highest occupied orbital energy (spin up / spin down): -14.5 / -15.7 eV
- LUMO level (spin up / spin down): -7.4720 / -10.2326 eV
- Multiplicity: 4

Last column: Löwdin spin population.
Cartesian coordinates (Å):
C -1.98 2.60 -2.52  0.05
C -1.65 1.32 -2.09  0.11
C -0.29 0.88 -2.31  0.22
C 0.70 1.90 -2.27  0.19
C 0.37 3.20 -2.68  0.00
C -0.97 3.52 -2.90  0.25
C 1.93 1.49 -1.57  0.05
C 2.38 0.13 -1.98  0.18
C 1.32 -0.81 -2.05  0.22
C 1.62 -2.14 -1.58  0.10
C 2.95 -2.58 -1.66  0.04
C 3.98 -1.67 -1.99  0.24
C 3.71 -0.31 -2.05  0.00
H -3.03 2.94 -2.50  0.00
H 1.16 3.95 -2.83  0.00
H -1.25 4.49 -3.32  0.01
H 2.73 2.23 -1.60  0.00
H 3.20 -3.62 -1.43  0.00
H 5.00 -2.05 -2.15  0.01
H 4.53 0.42 -2.16  0.00
N 0.05 -0.44 -2.36  0.26
Mn 0.04 0.11 1.49  1.00
C -2.55 0.45 -1.25  0.01
H -2.44 -0.60 -1.58  0.00
H -3.61 0.74 -1.35  0.00
C 0.53 -2.90 -0.88  0.01
H -0.38 -2.84 -1.50  0.00
H 0.81 -3.96 -0.73  0.00
P -2.11 0.46 0.57  0.01
P 0.08 -2.19 0.80  0.01
C 1.30 -3.01 1.90  0.00
H 1.02 -2.85 2.95  0.00
H 1.35 -4.09 1.69  0.00
H 2.29 -2.56 1.73  0.00
C -1.40 -3.23 1.13  0.01
H -1.10 -4.28 1.20  0.00
H -1.89 -2.93 2.07  0.00
H -2.11 -3.11 0.30  0.00
C -2.61 2.13 1.13  0.01
H -3.56 2.40 0.66  0.00
H -2.72 2.12 2.22  0.00
H -1.84 2.86 0.86  0.00
C -3.49 -0.54 1.23  0.00
H -3.41 -0.65 2.31  0.00
H -4.43 -0.02 0.98  0.00
H -3.50 -1.54 0.76  0.00
C -0.67 -0.37 3.11  -0.02
O -1.20 -0.81 4.06  -0.02
H 1.55 1.31 -0.43  0.03
F 0.97 2.82 1.27  0.02
C 1.26 1.67 2.02  0.01
F 2.60 1.38 1.75  0.00
C 1.19 2.04 3.52  0.00
F 2.02 3.09 3.80  0.00
F -0.06 2.43 3.90  0.00
F 1.62 1.00 4.30  0.00

=====

Number 1: molar mass 509.31 g mol⁻¹. Number 2: molar mass 681.75 g mol⁻¹. Number 3: molar mass 530.32 g mol⁻¹.